A single C15H20N4 molecule in a non-equilibrium geometry, computed with wB97M-V/def2-TZVPD.

Last columns: bonded neighbours and bond lengths (Å).
Geometry (Å):
1 C -1.786 -0.917 -3.544  C2 1.576, H20 1.110, H21 1.052, H22 1.109
2 C -0.458 -1.291 -2.782  C1 1.576, C3 1.487, H23 1.081, H24 1.123
3 C -0.281 -0.256 -1.729  C2 1.487, N4 1.288, N13 1.395
4 N -0.060 1.005 -1.871  C3 1.288, C5 1.417
5 C -0.338 1.582 -0.607  N4 1.417, C6 1.458, C12 1.336
6 C -0.309 2.992 -0.235  C5 1.458, C7 1.397, H25 1.096
7 C -0.689 3.319 1.069  C6 1.397, C8 1.567, C9 1.392
8 C -0.667 4.860 1.349  C7 1.567, H26 1.090, H27 1.120, H28 1.096
9 C -0.991 2.288 1.956  C7 1.392, C10 1.506, C11 1.347
10 C -1.734 2.590 3.230  C9 1.506, H29 1.032, H30 1.164, H31 1.133
11 C -0.853 0.988 1.632  C9 1.347, C12 1.400, H32 1.018
12 C -0.480 0.640 0.329  C5 1.336, C11 1.400, N13 1.395
13 N -0.368 -0.562 -0.371  C3 1.395, C12 1.395, C14 1.500
14 C -0.276 -1.895 0.311  N13 1.500, C15 1.508, H33 1.110, H34 1.053
15 C 1.046 -2.602 0.147  C14 1.508, N16 1.300, N19 1.348
16 N 1.200 -3.873 0.377  C15 1.300, C17 1.457
17 C 2.559 -4.333 0.123  N16 1.457, C18 1.592, H35 1.098, H36 1.131
18 C 3.259 -2.906 0.045  C17 1.592, N19 1.412, H37 1.074, H38 1.080
19 N 2.210 -1.976 -0.121  C15 1.348, C18 1.412, H39 1.033
20 H -1.931 -1.635 -4.378  C1 1.110
21 H -1.675 -0.061 -4.146  C1 1.052
22 H -2.690 -0.920 -2.903  C1 1.109
23 H -0.500 -2.319 -2.449  C2 1.081
24 H 0.395 -1.256 -3.512  C2 1.123
25 H -0.133 3.840 -0.906  C6 1.096
26 H 0.107 4.922 2.114  C8 1.090
27 H -1.658 5.245 1.702  C8 1.120
28 H -0.349 5.361 0.427  C8 1.096
29 H -2.021 3.569 3.388  C10 1.032
30 H -0.957 2.331 4.057  C10 1.164
31 H -2.644 1.966 3.485  C10 1.133
32 H -1.151 0.286 2.307  C11 1.018
33 H -1.064 -2.622 0.025  C14 1.110
34 H -0.309 -1.874 1.363  C14 1.053
35 H 2.942 -4.945 0.949  C17 1.098
36 H 2.632 -4.920 -0.842  C17 1.131
37 H 3.693 -2.723 1.009  C18 1.074
38 H 4.090 -2.928 -0.644  C18 1.080
39 H 2.239 -0.970 -0.354  N19 1.033

gap between HOMO and LUMO: 9.07 eV
relative energy (zero: lowest compared OMol25 entry of this formula, charge and spin): 0.0 kJ/mol
lowest unoccupied orbital energy: 0.80 eV
SMILES string: CCc1nc2cc(C)c(C)cc2n1CC1=NCCN1
net charge: 0